No. 1
DFT (the ωB97M-V functional and the def2-TZVPD basis) results for a 5-piece molecular cluster, C16H44ClN4O8 overall at a distorted geometry.

Cartesian coordinates (Å):
Cl -0.623 -0.778 -0.070
O -0.283 0.450 -0.735
O -1.997 -0.623 0.361
O -0.531 -1.785 -1.032
O 0.311 -0.950 0.983
C 0.650 -3.198 3.751
C -0.818 -2.981 3.981
C -1.639 -4.096 3.233
O -2.819 -4.454 3.917
C -3.718 -5.132 3.047
N -1.067 -2.938 5.469
H 1.398 -2.462 4.045
H 0.798 -3.224 2.671
H 0.956 -4.153 4.178
H -1.093 -2.021 3.546
H -1.026 -4.997 3.264
H -1.781 -3.722 2.219
H -3.184 -5.920 2.516
H -4.160 -4.471 2.301
H -4.453 -5.673 3.643
H -0.411 -3.543 5.941
H -0.786 -1.985 5.653
C 3.422 1.312 -1.387
C 2.717 1.067 -2.780
C 3.745 0.804 -3.960
O 3.100 0.429 -5.179
C 4.086 0.550 -6.250
N 1.777 -0.058 -2.676
H 4.426 0.889 -1.376
H 2.898 0.982 -0.490
H 3.536 2.393 -1.310
H 2.319 2.039 -3.069
H 4.420 -0.020 -3.731
H 4.322 1.727 -4.007
H 4.958 -0.054 -6.000
H 4.326 1.609 -6.349
H 3.580 0.285 -7.178
H 2.298 -0.707 -2.103
H 1.063 0.241 -2.027
C -0.025 2.939 2.519
C -0.233 2.514 3.921
C -1.795 2.650 4.403
O -2.039 2.192 5.740
C -1.491 2.977 6.729
N 0.119 1.076 3.788
H -0.149 4.010 2.359
H -0.631 2.468 1.745
H 0.999 2.679 2.249
H 0.456 3.081 4.547
H -2.513 2.053 3.841
H -2.084 3.694 4.283
H -0.409 2.859 6.669
H -1.964 2.663 7.660
H -1.674 4.030 6.514
H -0.484 0.766 3.039
H 1.031 0.972 3.367
C -2.929 -0.359 -4.138
C -1.524 -0.031 -4.596
C -0.871 1.323 -4.256
O 0.351 1.206 -4.886
C 0.848 2.528 -5.199
N -0.741 -1.168 -4.086
H -3.587 0.229 -4.777
H -3.179 -0.079 -3.114
H -3.217 -1.397 -4.309
H -1.396 -0.113 -5.676
H -0.764 1.523 -3.190
H -1.401 2.213 -4.594
H 0.384 3.113 -5.994
H 1.898 2.454 -5.484
H 0.814 3.194 -4.337
H -1.242 -1.193 -3.210
H -1.271 -1.900 -4.538

* net charge: -1
* energy relative to the best compared isomer or geometry (same formula, charge and spin): 354.9 kJ/mol
* calculated total energy: -52157.86757 eV
* LUMO level: 0.104 Eh
* HOMO-LUMO gap: 0.3014 Ha

---

No. 2
DFT (the ωB97M-V functional and the def2-TZVPD basis) results for C16H44F4InN2O25P4S4 as an isolated structure at a distorted geometry.

Cartesian coordinates (Å):
In 10.859 -2.627 17.977
N 10.610 -5.465 17.489
S 11.415 -6.266 16.451
O 10.745 -6.585 15.204
O 12.346 -7.265 16.948
F 12.427 -5.078 16.015
S 9.353 -6.565 17.501
O 9.567 -7.932 17.952
O 8.311 -6.260 16.537
F 8.811 -5.867 18.859
N 8.666 -2.395 19.701
S 7.787 -0.977 20.051
O 8.356 -0.117 21.122
O 6.331 -1.050 19.961
F 8.189 -0.199 18.746
S 7.986 -3.107 20.831
O 6.849 -3.987 20.505
O 8.097 -2.740 22.268
F 9.195 -4.164 20.761
C 12.363 3.500 15.919
O 11.951 2.305 16.660
P 10.600 1.382 16.257
O 10.528 0.176 17.117
O 10.667 1.042 14.629
C 10.305 1.941 13.555
O 9.352 2.424 16.315
C 8.034 1.884 15.957
H 11.633 4.127 15.409
H 13.030 3.267 15.089
H 12.971 4.093 16.602
H 10.575 2.916 13.961
H 9.282 1.717 13.252
H 10.928 1.822 12.669
H 7.916 0.871 16.343
H 7.802 2.035 14.902
H 7.310 2.502 16.488
C 7.262 -4.017 13.546
O 7.023 -2.667 14.068
P 7.021 -2.501 15.675
O 8.386 -2.664 16.241
O 5.867 -3.481 16.199
C 5.806 -3.755 17.613
O 6.413 -1.018 15.769
C 5.168 -0.801 15.081
H 7.814 -4.737 14.149
H 7.749 -3.947 12.574
H 6.249 -4.410 13.455
H 5.084 -3.101 18.103
H 6.723 -3.456 18.120
H 5.696 -4.803 17.890
H 4.662 -1.744 14.878
H 5.272 -0.320 14.108
H 4.549 -0.076 15.609
C 8.708 -1.585 25.642
O 7.808 -1.394 26.697
P 7.337 -2.712 27.487
O 6.478 -3.586 26.589
O 8.687 -3.370 28.109
C 8.509 -4.745 28.499
O 6.621 -2.171 28.857
C 7.445 -1.535 29.915
H 8.712 -2.600 25.245
H 9.723 -1.342 25.957
H 8.467 -1.071 24.711
H 7.998 -5.403 27.795
H 7.737 -4.771 29.268
H 9.461 -5.175 28.810
H 8.480 -1.385 29.606
H 7.475 -2.186 30.788
H 6.919 -0.616 30.172
C 14.507 -2.953 22.003
O 13.827 -4.143 22.291
P 12.374 -4.355 21.683
O 12.077 -3.576 20.473
O 12.090 -5.978 21.588
C 12.343 -6.621 20.321
O 11.379 -4.027 22.915
C 11.369 -4.787 24.196
H 15.561 -3.226 21.943
H 14.576 -2.293 22.867
H 14.209 -2.342 21.151
H 12.497 -5.895 19.523
H 11.508 -7.270 20.054
H 13.223 -7.230 20.528
H 11.551 -5.846 24.008
H 10.381 -4.803 24.657
H 12.148 -4.470 24.889
C 8.670 -8.042 22.477
C 8.762 -9.244 23.444
C 9.666 -8.681 24.568
O 9.559 -7.246 24.475
C 8.860 -6.858 23.287
H 7.659 -8.037 22.070
H 9.358 -8.174 21.642
H 9.114 -10.086 22.849
H 7.751 -9.441 23.799
H 10.744 -8.801 24.457
H 9.369 -9.096 25.531
H 9.552 -6.367 22.602
H 7.886 -6.422 23.510

* net charge: +2
* multiplicity: 2
* calculated total energy: -167990.74397 eV
* LUMO level (spin up / spin down): -0.448 / -0.448 Eh
* HOMO-LUMO gap (spin up / spin down): 0.0598 / 0.0588 Ha

---

No. 3
DFT (the ωB97M-V functional and the def2-TZVPD basis) results for a 4-piece molecular cluster, C16H44N4O4 overall at a distorted geometry.

Cartesian coordinates (Å):
C 3.154 0.763 1.172
C 1.784 0.991 1.799
C 0.861 -0.194 1.368
O 0.458 -0.424 0.060
C -0.251 0.615 -0.643
N 1.874 1.001 3.239
H 3.821 0.165 1.794
H 3.686 1.696 0.985
H 3.204 0.453 0.128
H 1.347 1.940 1.486
H -0.068 -0.133 1.935
H 1.315 -1.156 1.605
H -1.287 0.281 -0.586
H 0.070 0.594 -1.684
H -0.180 1.663 -0.351
H 2.520 1.727 3.514
H 2.248 0.093 3.478
C -3.181 2.821 3.729
C -3.842 1.503 3.141
C -3.446 1.269 1.633
O -3.694 -0.081 1.129
C -4.969 -0.099 0.433
N -3.247 0.411 3.825
H -3.187 3.013 4.802
H -3.528 3.749 3.274
H -2.134 2.846 3.426
H -4.915 1.386 3.289
H -2.368 1.428 1.611
H -3.980 1.998 1.024
H -5.237 -1.155 0.389
H -4.915 0.364 -0.552
H -5.725 0.379 1.057
H -3.498 -0.385 3.256
H -2.240 0.490 3.843
C -0.410 -3.893 -0.240
C -1.960 -3.784 0.169
C -2.296 -3.111 1.568
O -1.949 -4.043 2.608
C -2.008 -3.455 3.937
N -2.559 -3.059 -0.934
H 0.009 -2.919 -0.496
H -0.221 -4.527 -1.107
H 0.192 -4.254 0.593
H -2.446 -4.747 0.011
H -3.349 -2.868 1.708
H -1.717 -2.194 1.677
H -2.951 -2.940 4.117
H -1.119 -2.825 3.979
H -1.878 -4.210 4.713
H -2.263 -2.104 -0.790
H -3.541 -2.954 -0.722
C 2.900 1.661 -3.419
C 3.371 1.609 -4.863
C 4.697 0.852 -4.953
O 5.653 1.602 -4.268
C 6.204 2.764 -4.811
N 2.449 0.942 -5.782
H 2.973 0.625 -3.089
H 1.846 1.907 -3.291
H 3.469 2.191 -2.655
H 3.434 2.646 -5.194
H 5.050 0.734 -5.977
H 4.602 -0.128 -4.486
H 6.622 2.636 -5.809
H 7.000 3.180 -4.194
H 5.545 3.619 -4.965
H 2.688 0.074 -6.241
H 1.514 0.959 -5.402

* net charge: -1
* energy relative to the best compared isomer or geometry (same formula, charge and spin): 4.9 kJ/mol
* multiplicity: 2
* calculated total energy: -31450.69923 eV
* LUMO level (spin up / spin down): 0.103 / 0.104 Eh
* HOMO-LUMO gap (spin up / spin down): 0.0681 / 0.3471 Ha

---

No. 4
DFT (the ωB97M-V functional and the def2-TZVPD basis) results for C16H44O12V as an isolated structure at a distorted geometry.

Cartesian coordinates (Å):
O -1.880 22.503 -25.456
V -0.607 22.921 -24.549
O -1.218 23.508 -23.165
C 1.949 22.715 -25.090
O 3.088 22.672 -25.495
O 1.151 22.369 -25.955
O 1.529 23.067 -23.947
O -0.399 20.851 -23.674
H -0.661 19.949 -23.492
H 0.541 20.869 -23.495
O -0.507 24.948 -25.533
H -0.366 25.726 -24.993
H 0.097 25.054 -26.268
C -2.789 21.052 -20.838
C -2.419 22.396 -20.055
C -3.486 23.483 -20.171
O -2.362 22.138 -18.644
H -2.742 21.243 -21.910
H -3.723 20.614 -20.488
H -2.023 20.332 -20.551
H -1.463 22.782 -20.408
H -3.492 23.889 -21.182
H -3.234 24.277 -19.468
H -4.488 23.132 -19.925
H -3.225 21.870 -18.320
C 0.186 28.161 -19.513
C 0.424 27.058 -20.575
C -0.825 26.601 -21.251
O 1.258 27.584 -21.574
H -0.232 29.046 -19.991
H 1.140 28.228 -18.990
H -0.535 27.821 -18.770
H 0.971 26.221 -20.140
H -0.475 25.957 -22.057
H -1.432 27.352 -21.757
H -1.420 26.009 -20.555
H 1.634 26.826 -22.028
C -4.618 21.054 -23.974
C -6.121 21.195 -23.637
C -6.345 21.711 -22.252
O -6.762 22.023 -24.586
H -4.015 21.899 -23.642
H -4.509 21.050 -25.059
H -4.119 20.148 -23.629
H -6.538 20.196 -23.768
H -7.386 21.788 -21.939
H -5.941 22.705 -22.062
H -5.829 20.993 -21.614
H -6.442 22.902 -24.374
C -3.912 25.621 -25.822
C -4.336 25.183 -24.401
C -3.911 26.054 -23.242
O -5.725 25.033 -24.362
H -2.922 25.319 -26.164
H -3.891 26.711 -25.797
H -4.651 25.420 -26.598
H -4.035 24.142 -24.289
H -4.487 25.736 -22.373
H -4.087 27.103 -23.481
H -2.868 25.932 -22.951
H -6.136 25.899 -24.420
C -1.785 25.307 -29.951
C -1.477 23.836 -30.269
C -1.547 23.052 -28.942
O -2.476 23.307 -31.121
H -2.826 25.589 -29.794
H -1.407 25.897 -30.786
H -1.298 25.596 -29.020
H -0.471 23.684 -30.659
H -2.607 23.089 -28.691
H -1.078 23.512 -28.072
H -1.169 22.043 -29.105
H -2.769 23.999 -31.719

* net charge: -1
* calculated total energy: -67565.08351 eV
* LUMO level: 0.086 Eh
* HOMO-LUMO gap: 0.2327 Ha